11 unconnected molecules or ions with the total composition C5H30NO10. Source: the OMol25 dataset; level of theory: ωB97M-V/def2-TZVPD.

Last column: Löwdin spin population.
Element x y z (Å)
C 3.2920 0.5836 -2.4720  0.001
C 3.0584 -0.7810 -1.8912  0.017
C 2.1390 -0.8440 -0.6987  0.083
C 1.4228 0.1635 -0.1813  -0.004
N 0.7271 0.0403 1.0267  0.211
C 0.4612 1.1366 1.7767  0.552
H 3.8595 0.5528 -3.4070  0.000
H 4.0137 1.1882 -1.9041  0.000
H 2.4242 1.2380 -2.5449  0.000
H 4.0379 -1.2423 -1.7210  0.003
H 2.5270 -1.4868 -2.5473  0.006
H 2.2168 -1.7500 -0.0960  0.005
H 1.5059 1.1819 -0.5556  -0.001
H 0.3299 -0.8577 1.1962  0.003
H 0.7872 2.0781 1.3679  0.045
H -0.1702 1.1644 2.6444  0.045
H 3.3383 -3.9748 1.0245  0.000
H 3.9678 -2.7398 1.3993  0.000
O 3.3285 -3.0502 0.7377  0.001
H -2.1114 1.2600 -1.4803  0.000
H -0.8756 0.3860 -0.8971  0.000
O -1.1587 1.1097 -1.4670  0.002
H -4.5039 1.3513 -0.6439  0.000
H -3.9380 2.3035 0.4568  0.000
O -3.6967 1.7546 -0.3053  0.001
H 1.2165 -1.2028 3.9930  0.002
H 2.0028 -2.0696 3.0224  0.000
O 1.3047 -1.4057 3.0552  0.010
H 2.1034 3.5170 -1.5894  0.000
H 0.5114 3.3125 -1.7538  0.000
O 1.2800 3.2384 -1.1878  0.001
H -2.1778 -0.8721 1.5113  0.001
H -2.7655 0.5109 0.9744  0.000
O -2.1162 0.0861 1.5438  0.014
H -2.6876 1.7829 2.8156  0.001
H -4.0634 1.2516 2.3140  0.000
O -3.6026 2.0238 2.6476  0.002
H -2.0923 -2.1684 -0.1676  0.000
H -1.5385 -3.4516 0.5800  0.000
O -1.3322 -2.5812 0.2403  0.001
H -4.8190 -2.3204 0.9776  0.000
H -3.6005 -2.5964 1.8991  0.000
O -3.8977 -2.5898 0.9879  0.000
H -0.7589 1.8983 -3.0624  0.000
H 0.1857 0.9829 -3.8100  0.000
O -0.1350 1.8877 -3.8084  0.000

The calculation puts the HOMO energy (spin up / spin down) at -4.62 / -7.24 eV. As for the lowest unoccupied orbital energy (spin up / spin down): -0.0090 / -0.0091 Eh. As for the expectation value of S²: 0.758. The energy above the lowest of the compared OMol25 structures with the same formula, charge and spin is 8.86 kcal/mol. As for the orbital gap (spin up / spin down): 4.3717 / 6.9920 eV. Its spin multiplicity is 2.


2 unconnected molecules or ions with the total composition C4H8O3. Source: the OMol25 dataset; level of theory: ωB97M-V/def2-TZVPD.

Last column: Mulliken charge in e.
Element x y z (Å)
C -1.7357 -0.3068 -2.3617  -0.061
O -1.8606 -0.7706 -1.2537  -0.406
C 0.6514 -0.5407 -0.3230  0.110
O 1.1940 -0.1194 -1.3248  -0.555
C 0.2154 0.3907 0.7879  0.382
C 0.8106 -0.0561 2.1207  -1.327
O 0.5866 1.7069 0.4796  -0.567
H -0.7466 -0.0094 -2.7554  0.195
H -2.6082 -0.1613 -3.0244  0.269
H 0.4807 -1.6208 -0.1693  0.340
H -0.8813 0.3076 0.8411  0.227
H 0.4823 -1.0698 2.3780  0.366
H 0.4804 0.6241 2.9098  0.337
H 1.9045 -0.0324 2.0818  0.322
H 1.0266 1.6579 -0.3866  0.367

The calculation puts the HOMO energy at -10.19 eV. Its SMILES is C[C@@H](O)C=O.C=O. As for the lowest unoccupied orbital energy: 0.0218 Eh. The energy above the lowest of the compared OMol25 structures with the same formula, charge and spin is 48.20 kcal/mol. As for the orbital gap: 10.7850 eV. Its spin multiplicity is 1.


A molecular structure, C4H11N2O. Source: the OMol25 dataset; level of theory: ωB97M-V/def2-TZVPD.

Last column: Mulliken charge in e.
Element x y z (Å)
C -0.5072 -0.3894 -0.6188  -0.041
C 0.9116 -0.8453 -0.9014  -0.736
C 1.9614 0.2047 -0.4297  -0.820
N 1.8879 0.6375 0.9264  -0.743
N -1.0679 -0.7964 0.5128  -0.380
C -2.2232 0.3485 0.9961  -0.610
O -2.9733 0.7282 0.0528  -0.696
H -1.1980 -0.4848 -1.4427  0.437
H -0.1726 0.9915 -0.4868  -0.242
H 1.0655 -1.8479 -0.4814  0.332
H 1.0394 -0.9791 -1.9782  0.290
H 1.7467 1.0876 -1.0656  0.329
H 2.9501 -0.1472 -0.7587  0.340
H 1.6258 -0.1518 1.5191  0.083
H -0.5877 1.5998 -0.2237  0.385
H -0.3109 -0.8080 1.2053  0.340
H -1.4562 1.0853 1.3540  0.460
H -2.6915 -0.2332 1.8205  0.271

The calculation puts the HOMO energy at -2.20 eV. As for the lowest unoccupied orbital energy: 0.1374 Eh. The energy above the lowest of the compared OMol25 structures with the same formula, charge and spin is 126.68 kcal/mol. As for the orbital gap: 5.9436 eV. Its total charge is -1. Its spin multiplicity is 1.


A molecular structure, C25H29MgO5P2. Source: the OMol25 dataset; level of theory: ωB97M-V/def2-TZVPD.

Last column: Mulliken charge in e.
Element x y z (Å)
Mg -0.3384 -0.5353 -1.6181  0.775
O 2.2615 -0.7238 -2.6635  -0.733
C 1.7380 -0.7888 -1.4804  -0.834
C 2.5707 -0.6253 -0.3248  0.955
C 3.9975 -0.6020 -0.4081  -0.681
C 4.7819 -0.4279 0.6977  -0.510
C 4.2047 -0.2375 1.9783  -0.735
C 2.8213 -0.2233 2.0863  -0.433
C 1.9984 -0.4098 0.9794  0.677
P 0.1963 -0.3156 1.0923  0.617
C -0.1034 0.6741 2.6037  -0.319
C -0.1741 2.0586 2.4431  -0.243
C -0.3716 2.8874 3.5369  -0.650
C -0.5134 2.3444 4.8075  -0.425
C -0.4482 0.9690 4.9776  -0.697
C -0.2409 0.1403 3.8827  -0.209
C -0.3408 -1.9925 1.6005  0.140
C -1.6579 -2.2200 2.0035  -0.293
C -2.0973 -3.4997 2.3015  -0.728
C -1.2301 -4.5791 2.1763  -0.414
C 0.0734 -4.3659 1.7540  -0.632
C 0.5179 -3.0806 1.4689  -0.420
H 4.4322 -0.7371 -1.3919  0.369
H 5.8629 -0.4319 0.5954  0.325
H 4.8259 -0.0879 2.8522  0.372
H 2.3716 -0.0424 3.0576  0.303
H -0.0616 2.4861 1.4522  0.356
H -0.4191 3.9601 3.3947  0.414
H -0.6738 2.9909 5.6618  0.352
H -0.5512 0.5384 5.9665  0.388
H -0.1821 -0.9320 4.0244  0.444
H -2.3443 -1.3835 2.0845  0.484
H -3.1202 -3.6576 2.6218  0.384
H -1.5740 -5.5816 2.4002  0.353
H 0.7514 -5.2032 1.6426  0.388
H 1.5357 -2.9095 1.1387  0.346
C 0.7815 1.7263 -4.3983  -0.462
O 0.4925 2.7261 -3.3922  -0.377
P 0.0277 2.1535 -1.9496  0.421
O -1.1574 3.1779 -1.5433  -0.373
C -2.4518 2.8893 -2.0734  -0.379
O 1.1142 2.7626 -0.9369  -0.303
C 2.5094 2.5172 -1.1916  -0.649
H 1.3316 2.2335 -5.1881  0.247
H -0.1505 1.3290 -4.8063  0.213
H 1.3785 0.9036 -3.9933  0.249
H -3.1524 3.5378 -1.5520  0.269
H -2.7205 1.8428 -1.9146  0.004
H -2.4840 3.1057 -3.1432  0.276
H 2.9968 2.4468 -0.2220  0.201
H 2.9152 3.3513 -1.7647  0.255
H 2.6581 1.5782 -1.7271  0.290
C -2.9822 -1.0607 -4.4937  -0.776
O -2.6077 -0.2674 -3.3855  -0.141
C -2.3444 -0.9163 -2.1407  -0.181
C -3.6023 -1.3470 -1.4496  -0.767
H -3.5416 -0.4348 -5.1917  0.231
H -3.6039 -1.9114 -4.2135  0.303
H -2.0897 -1.4456 -5.0012  0.223
H -4.3649 -1.7825 -2.1043  0.378
H -4.0810 -0.4910 -0.9454  0.174
H -3.3702 -2.0803 -0.6738  0.186

The calculation puts the HOMO energy (spin up / spin down) at -3.07 / -1.40 eV. As for the lowest unoccupied orbital energy (spin up / spin down): 0.1031 / 0.1000 Eh. The energy above the lowest of the compared OMol25 structures with the same formula, charge and spin is 3.56 kcal/mol. As for the orbital gap (spin up / spin down): 5.8729 / 4.1166 eV. Its total charge is -1. Its spin multiplicity is 1.


A molecular structure, C34H37N5O3STa. Source: the OMol25 dataset; level of theory: ωB97M-V/def2-TZVPD.

Last column: Mulliken charge in e.
Element x y z (Å)
Ta 1.0336 -0.5343 0.5037  2.176
C 1.5336 -3.3047 -1.1970  -0.942
O 2.0113 -1.9925 -0.7509  -0.514
C 3.2833 -1.5844 -1.2583  1.013
C 3.8721 -2.1475 -2.3675  -0.711
C 5.1193 -1.6639 -2.7474  -0.659
C 5.7344 -0.6463 -2.0309  -0.928
C 5.1183 -0.0895 -0.9217  -0.412
C 3.8777 -0.5684 -0.5291  0.241
N 3.1207 -0.0882 0.5788  0.317
N 3.7963 0.6177 1.4263  -0.417
C 3.3052 1.1421 2.5403  0.314
C 1.9648 0.9607 2.9986  0.889
O 1.1381 0.2316 2.2368  -0.427
C 1.5220 1.4819 4.1967  -1.184
C 2.4087 2.2138 4.9661  -0.706
C 3.7435 2.4459 4.5867  0.507
C 4.6037 3.1972 5.4199  -0.911
C 5.9041 3.4079 5.0507  -0.659
C 6.3758 2.8720 3.8427  -0.696
C 5.5574 2.1368 3.0111  -0.438
C 4.2268 1.9109 3.3663  1.108
H 2.3480 -4.0140 -1.0780  0.538
H 1.2189 -3.2307 -2.2346  0.373
H 0.7006 -3.5686 -0.5565  0.179
H 3.4041 -2.9417 -2.9301  0.469
H 5.6086 -2.0911 -3.6114  0.455
H 6.7028 -0.2801 -2.3418  0.438
H 5.5856 0.7073 -0.3624  0.493
H 0.5060 1.3048 4.5194  0.521
H 2.0645 2.6245 5.9084  0.452
H 4.2187 3.5972 6.3491  0.438
H 6.5685 3.9794 5.6832  0.430
H 7.4065 3.0372 3.5583  0.443
H 5.9477 1.7306 2.0900  0.409
C -4.3685 0.4252 -4.2074  -1.441
C -4.0847 1.1155 -2.8855  0.067
N -2.6711 1.5616 -2.7650  0.257
C -2.1699 2.4769 -3.8300  -1.153
C -1.3866 1.7652 -4.9242  -0.945
C -1.8931 1.1967 -1.8050  0.235
S -0.2262 1.7065 -1.7546  0.077
N -2.0058 -0.8783 -0.7444  -0.096
C -1.6776 -1.9100 0.0294  0.120
O -0.5056 -1.8531 0.6056  -0.642
C -2.4781 -3.0932 0.1282  0.902
C -3.6920 -3.1804 -0.5749  -0.225
C -4.4749 -4.3061 -0.4470  -0.877
C -4.0565 -5.3467 0.3816  -0.429
C -2.8562 -5.2684 1.0821  -0.961
C -2.0625 -4.1470 0.9581  -0.267
H -5.4058 0.0924 -4.1946  0.420
H -3.7305 -0.4466 -4.3514  0.387
H -4.2590 1.0945 -5.0584  0.439
H -4.2887 0.4436 -2.0564  -0.069
H -4.7050 2.0055 -2.7682  0.373
H -1.5719 3.2486 -3.3389  0.711
H -3.0496 2.9741 -4.2343  0.446
H -0.5173 1.2393 -4.5334  0.322
H -1.0314 2.5152 -5.6299  0.408
H -2.0081 1.0593 -5.4686  0.319
H -4.0012 -2.3752 -1.2296  0.524
H -5.4070 -4.3873 -0.9882  0.471
H -4.6750 -6.2293 0.4803  0.444
H -2.5503 -6.0818 1.7250  0.465
H -1.1380 -4.0683 1.5136  0.499
C -2.6779 0.1578 1.8670  -1.472
C -2.8751 1.0249 0.6233  2.659
C -4.3899 1.2236 0.4018  -1.813
C -2.2266 2.4004 0.8392  -1.739
C -2.2959 0.3424 -0.6162  -0.888
N 0.3603 0.6686 -0.6233  -0.530
H -3.1482 0.6627 2.7101  0.586
H -1.6251 0.0268 2.1210  0.122
H -3.1575 -0.8189 1.7815  0.309
H -4.8108 1.6088 1.3302  0.534
H -4.8977 0.2851 0.1729  0.340
H -4.6039 1.9555 -0.3750  0.349
H -2.6916 2.8621 1.7097  0.509
H -2.3877 3.0745 -0.0033  0.402
H -1.1555 2.3232 1.0317  0.250

The calculation puts the HOMO energy at -15.36 eV. As for the lowest unoccupied orbital energy: -0.3425 Eh. The energy above the lowest of the compared OMol25 structures with the same formula, charge and spin is 39.25 kcal/mol. As for the orbital gap: 6.0399 eV. Its total charge is +3. Its spin multiplicity is 1.


Number 1: largest force on an atom 2.0 eV/A. Number 2: largest force on an atom 0.6 eV/A. Number 3: largest force on an atom 4.5 eV/A. Number 4: largest force on an atom 0.3 eV/A. Number 5: largest force on an atom 0.3 eV/A.